Version P
The following is a DFT calculation (the ωB97M-V functional and the def2-TZVPD basis) of a structure of composition C12H42O9.

Last column: Löwdin charge in e.
Geometry (Å):
O -8.38 -1.79 -3.78  -0.074
H -8.72 -2.60 -3.38  -0.099
H -8.06 -1.27 -3.04  0.068
O -9.69 -3.71 -5.20  -0.302
H -8.79 -3.39 -5.17  0.020
H -10.04 -3.54 -4.33  0.055
O -10.31 -4.39 -3.15  0.203
H -10.30 -5.35 -3.22  0.175
H -11.23 -4.15 -3.27  0.146
O -9.98 -3.33 -7.36  -0.118
H -10.89 -3.21 -7.64  0.073
H -10.02 -3.23 -6.40  -0.087
O -8.45 -3.83 -3.14  0.009
H -8.09 -4.26 -2.37  0.113
H -9.35 -4.14 -3.19  -0.302
C -11.84 -3.07 -5.62  -0.163
C -12.74 -1.97 -4.93  -0.430
C -12.77 -0.67 -5.63  -0.051
O -14.04 -2.44 -4.90  -0.084
H -10.85 -2.64 -5.49  0.094
H -11.94 -3.40 -6.66  0.077
H -11.94 -3.89 -4.92  0.037
H -12.44 -1.86 -3.89  0.139
H -13.66 -0.07 -5.44  0.077
H -12.93 -0.80 -6.70  0.089
H -11.89 -0.03 -5.57  0.083
H -14.64 -1.83 -4.46  0.105
C -11.37 -4.91 -6.17  -0.162
C -12.50 -5.80 -5.62  -0.361
C -13.69 -4.97 -5.08  -0.036
O -13.11 -6.64 -6.65  -0.039
H -10.96 -4.28 -5.38  0.003
H -11.66 -4.29 -7.03  0.077
H -10.63 -5.56 -6.64  0.121
H -12.09 -6.42 -4.83  0.129
H -14.55 -5.53 -4.72  0.095
H -14.01 -4.27 -5.85  0.097
H -13.27 -4.36 -4.29  0.059
H -12.55 -7.42 -6.68  0.080
C -8.65 -2.17 -6.18  -0.114
C -8.09 -1.84 -7.58  -0.396
C -7.92 -0.32 -7.66  -0.040
O -6.81 -2.43 -7.64  -0.059
H -9.61 -1.67 -6.07  0.122
H -8.00 -1.76 -5.39  0.106
H -8.74 -3.25 -6.09  -0.009
H -8.69 -2.09 -8.45  0.140
H -7.00 0.03 -7.18  0.081
H -8.80 0.20 -7.29  0.078
H -7.80 -0.18 -8.73  0.071
H -6.91 -3.19 -8.22  0.068
C -7.82 -6.29 -5.53  -0.034
C -7.57 -4.96 -6.18  -0.436
C -6.10 -4.47 -5.87  -0.020
O -7.52 -5.17 -7.57  -0.033
H -7.55 -6.19 -4.48  0.069
H -7.19 -7.08 -5.93  0.089
H -8.85 -6.67 -5.57  0.067
H -8.27 -4.17 -5.90  0.050
H -5.36 -5.07 -6.39  0.084
H -5.78 -4.71 -4.86  0.074
H -5.98 -3.44 -6.19  0.068
H -6.88 -4.56 -7.95  0.054

## Properties
Kohn-Sham gap (eV): 7.8839
2S+1: 1

Version Q
The following is a DFT calculation (the ωB97M-V functional and the def2-TZVPD basis) of a cluster of 9 separate species, C12H42O9 in total.

Last column: Löwdin charge in e.
Geometry (Å):
C 2.07 3.37 3.40  -0.062
C 1.63 2.01 3.90  -0.497
C 0.44 2.09 4.90  -0.041
O 1.33 1.16 2.82  -0.057
H 2.50 3.93 4.23  0.081
H 1.14 3.87 3.11  0.080
H 2.78 3.24 2.59  0.077
H 2.54 1.62 4.35  0.126
H 0.23 1.05 5.18  0.073
H -0.48 2.50 4.49  0.069
H 0.50 2.75 5.76  0.074
H 1.95 1.17 2.09  0.027
C 1.99 -3.99 0.08  -0.041
C 3.13 -3.20 -0.61  -0.506
C 4.31 -3.99 -1.10  -0.043
O 2.44 -2.60 -1.67  -0.074
H 1.62 -4.78 -0.58  0.086
H 1.11 -3.48 0.47  0.053
H 2.41 -4.50 0.95  0.071
H 3.45 -2.39 0.04  0.117
H 4.53 -4.55 -0.19  0.076
H 5.16 -3.33 -1.24  0.081
H 4.09 -4.73 -1.87  0.090
H 1.77 -2.01 -1.31  0.028
C -2.25 1.11 1.10  -0.008
C -3.78 1.15 0.55  -0.464
C -4.81 1.38 1.63  -0.074
O -3.90 2.16 -0.44  -0.064
H -1.84 2.10 1.25  0.079
H -1.65 0.50 0.42  0.037
H -2.22 0.44 1.96  0.076
H -4.06 0.21 0.07  0.122
H -4.62 2.33 2.14  0.083
H -4.96 0.61 2.38  0.083
H -5.78 1.54 1.16  0.073
H -4.74 2.05 -0.88  0.085
C -1.52 -2.06 -3.95  -0.022
C -1.70 -0.50 -3.95  -0.458
C -3.06 0.05 -3.45  -0.033
O -0.79 0.07 -3.07  -0.084
H -1.85 -2.54 -3.03  0.079
H -0.44 -2.20 -4.07  0.074
H -2.06 -2.58 -4.74  0.075
H -1.43 -0.09 -4.92  0.133
H -3.15 -0.05 -2.37  0.068
H -3.86 -0.54 -3.91  0.077
H -3.28 1.09 -3.70  0.078
H 0.08 -0.25 -3.33  0.100
O 0.74 -0.63 -0.44  -0.056
H 1.56 -0.39 -0.01  -0.012
H 0.30 0.21 -0.58  -0.010
O 2.58 2.94 -1.64  -0.056
H 2.63 3.64 -2.29  0.036
H 1.81 2.44 -1.90  -0.008
O -1.22 -2.51 0.97  -0.061
H -1.03 -2.01 0.18  -0.002
H -0.59 -2.20 1.62  0.029
O 2.86 0.41 0.69  -0.019
H 3.54 -0.07 0.23  0.077
H 2.90 1.30 0.31  0.062
O 0.03 1.98 -1.17  -0.042
H -0.76 2.36 -0.78  0.051
H -0.30 1.36 -1.82  0.009

## Properties
Kohn-Sham gap (eV): 9.8903
Structure (SMILES): CC(C)O.CC(C)O.CC(C)O.CC(C)O.O.O.O.O.O
2S+1: 1

Most stable of them? version Q.

Version P
The following is a DFT calculation (the ωB97M-V functional and the def2-TZVPD basis) of the molecule C8H8FNO2.

Last column: Löwdin charge in e.
Geometry (Å):
C 3.55 -0.89 -0.43  -0.106
O 2.31 -0.23 -0.40  -0.259
N 2.45 1.07 0.22  0.084
C 1.28 1.44 0.53  -0.073
C -0.12 0.82 0.10  -0.064
C -1.09 1.94 -0.13  -0.066
C -2.40 1.62 -0.24  -0.057
C -2.79 0.14 -0.24  0.026
C -1.89 -0.84 -0.14  -0.209
F -2.21 -2.17 0.08  0.056
C -0.57 -0.49 0.17  -0.250
O 0.25 -1.49 0.52  0.051
H 3.45 -1.62 -1.19  0.072
H 3.96 -1.28 0.56  0.114
H 4.29 -0.13 -0.84  0.101
H 1.31 2.38 1.18  0.140
H -0.85 2.95 -0.29  0.093
H -3.22 2.30 -0.42  0.094
H -3.81 -0.17 -0.45  0.114
H 1.22 -1.04 0.56  0.138

## Properties
Kohn-Sham gap (eV): 9.2284
Structure (SMILES): CO/N=C\c1cccc(F)c1O
2S+1: 1

Version Q
The following is a DFT calculation (the ωB97M-V functional and the def2-TZVPD basis) of a cluster of 2 separate species, C8H8FNO2 in total.

Last column: Löwdin charge in e.
Geometry (Å):
O 1.43 1.07 3.03  0.166
C 1.07 0.14 2.40  -0.467
O 0.50 -1.03 2.50  0.205
C 0.93 -0.57 1.14  -0.344
F 1.98 -1.34 0.74  0.098
C -0.18 -0.43 0.17  -0.154
C -1.33 0.26 0.55  -0.010
C -2.39 0.35 -0.33  -0.071
C -2.32 -0.24 -1.58  -0.083
C -1.16 -0.90 -1.96  -0.075
C -0.09 -1.00 -1.09  -0.022
H -1.39 0.71 1.53  0.123
H -3.29 0.87 -0.03  0.105
H -3.16 -0.18 -2.26  0.103
H -1.10 -1.36 -2.94  0.104
H 0.80 -1.53 -1.38  0.116
N 2.22 1.11 -0.05  0.066
H 1.91 1.76 -0.77  0.049
H 2.52 1.67 0.74  0.043
H 3.04 0.64 -0.42  0.047

## Properties
Kohn-Sham gap (eV): 10.2593
Structure (SMILES): O=C1O[C@@]1(F)c1ccccc1.N
2S+1: 1

Most stable of them? version Q.

Version P
The following is a DFT calculation (the ωB97M-V functional and the def2-TZVPD basis) of a structure of composition CH6N2O.

Last column: Löwdin charge in e.
Geometry (Å):
C -0.58 0.73 0.03  -0.195
N -1.25 -0.35 0.49  -0.202
N 1.00 0.10 -0.67  0.075
O -0.49 -0.71 1.67  -0.218
H 1.27 -0.52 0.10  0.084
H -1.46 -1.21 -0.02  0.111
H 0.95 -0.41 -1.55  0.091
H 1.64 0.88 -0.76  0.092
H -1.05 1.17 -0.85  0.043
H -0.04 0.32 1.56  0.119

## Properties
Kohn-Sham gap (eV): 8.3864
2S+1: 1

Version Q
The following is a DFT calculation (the ωB97M-V functional and the def2-TZVPD basis) of a cluster of 2 separate species, CH6N2O in total.

Last column: Löwdin charge in e.
Geometry (Å):
C -0.96 -1.38 -0.02  -0.014
N 0.90 0.82 -0.14  -0.171
N 0.21 1.86 0.45  -0.195
O -0.43 -1.10 -1.11  -0.019
H -1.00 -2.38 0.25  0.071
H -1.44 -0.67 0.55  0.066
H 1.30 0.21 0.57  0.107
H 1.67 1.24 -0.75  0.159
H -0.51 1.29 0.93  -0.058
H 0.24 0.11 -0.72  0.054

## Properties
Kohn-Sham gap (alpha / beta) (eV): 5.8783 / 5.8807
2S+1: 1

Most stable of them? version Q.

Version P
The following is a DFT calculation (the ωB97M-V functional and the def2-TZVPD basis) of the molecule C22H24ClN3O5S.

Last column: Löwdin charge in e.
Geometry (Å):
C 3.75 -6.47 -2.19  -0.064
C 2.85 -5.25 -2.24  -0.261
O 3.19 -4.42 -1.15  -0.047
C 2.53 -3.25 -0.97  -0.267
C 2.93 -2.48 0.12  0.001
C 2.31 -1.28 0.40  -0.026
C 1.28 -0.82 -0.41  -0.284
N 0.60 0.40 -0.16  -0.168
C 1.32 1.44 0.55  -0.099
C 0.72 2.83 0.30  -0.503
O 0.68 3.66 1.18  0.063
N 0.40 3.06 -0.98  0.081
C -0.34 4.26 -1.36  -0.116
C -1.82 4.06 -1.12  -0.227
C -2.36 4.37 0.12  -0.043
C -3.70 4.12 0.38  -0.102
C -4.48 3.54 -0.60  -0.677
Cl -6.15 3.21 -0.27  0.669
C -3.96 3.23 -1.84  -0.102
C -2.62 3.49 -2.09  -0.042
S -0.99 0.23 0.37  0.717
O -1.57 -0.87 -0.34  -0.259
O -1.62 1.51 0.26  -0.236
C -0.86 -0.20 2.07  -0.160
C -0.99 0.63 3.22  -0.309
C -1.29 2.08 3.26  -0.003
N -0.82 -0.09 4.30  0.118
O -0.59 -1.38 3.91  0.034
C -0.62 -1.46 2.58  -0.268
C -0.43 -2.76 1.92  0.024
C 0.89 -1.58 -1.50  -0.013
C 1.49 -2.79 -1.78  0.003
H 3.52 -7.14 -3.02  0.077
H 4.79 -6.17 -2.27  0.078
H 3.62 -7.00 -1.26  0.078
H 2.99 -4.71 -3.19  0.126
H 1.79 -5.56 -2.16  0.126
H 3.74 -2.85 0.73  0.122
H 2.64 -0.71 1.26  0.118
H 2.35 1.45 0.19  0.149
H 1.33 1.27 1.64  0.129
H 0.26 2.24 -1.56  0.137
H -0.13 4.47 -2.41  0.125
H 0.04 5.07 -0.73  0.126
H -1.74 4.80 0.88  0.117
H -4.12 4.35 1.35  0.106
H -4.58 2.78 -2.60  0.104
H -2.20 3.24 -3.06  0.115
H -0.45 2.66 2.90  0.069
H -1.53 2.37 4.28  0.090
H -2.13 2.29 2.60  0.079
H -0.84 -2.71 0.91  0.079
H -0.94 -3.54 2.49  0.098
H 0.63 -3.02 1.86  0.087
H 0.08 -1.22 -2.13  0.116
H 1.16 -3.35 -2.63  0.107

## Properties
Kohn-Sham gap (eV): 9.2575
Structure (SMILES): CCOc1ccc(N(CC(=O)NCc2ccc(Cl)cc2)S(=O)(=O)c2c(C)noc2C)cc1
2S+1: 1

Version Q
The following is a DFT calculation (the ωB97M-V functional and the def2-TZVPD basis) of the molecule C22H24ClN3O5S.

Last column: Löwdin charge in e.
Geometry (Å):
O -4.18 -0.46 1.43  -0.005
C -3.05 0.05 1.72  -0.449
C -2.79 1.62 1.28  -0.160
N -2.86 1.57 0.00  -0.022
C -4.00 1.92 -0.88  -0.188
O -4.93 2.70 -0.13  -0.077
C -4.11 1.53 -2.16  -0.121
O -3.00 1.05 -2.72  0.056
C -1.90 0.74 -2.38  -0.154
C -0.79 -0.10 -2.80  -0.022
C 0.26 -0.73 -2.10  -0.051
C 0.39 -0.06 -0.79  -0.241
S 1.73 -0.65 0.13  0.651
O 2.54 -1.67 -0.29  -0.237
O 1.28 -0.87 1.59  -0.343
N 2.60 0.75 0.17  -0.219
C 3.33 1.19 -1.08  -0.290
C 3.85 2.42 -1.40  -0.090
C 4.79 2.71 0.19  -0.174
C 4.07 2.48 1.27  -0.323
C 3.43 1.13 1.37  -0.190
C -0.72 0.43 0.01  -0.044
C -1.77 0.80 -0.69  0.018
N -2.11 -0.50 2.42  0.209
C -2.29 -2.22 2.42  -0.057
C -1.62 -2.76 1.47  -0.471
C -2.22 -2.78 0.32  0.062
C -1.46 -3.12 -1.06  -0.033
C -0.21 -3.62 -0.85  -0.810
Cl 0.75 -4.12 -2.07  0.768
C 0.45 -3.74 0.50  0.023
C -0.35 -3.00 1.61  0.004
H -1.86 1.84 1.90  0.141
H -3.70 2.24 1.82  0.199
H -4.38 2.25 -2.93  0.177
H -4.74 0.48 -2.04  0.243
H -0.97 -0.29 -3.89  0.123
H 1.05 -1.07 -2.63  0.069
H 2.56 0.90 -1.99  0.162
H 3.96 0.32 -1.19  0.113
H 3.08 3.00 -1.13  0.081
H 4.46 2.38 -2.15  0.060
H 5.04 3.78 -0.19  0.126
H 5.82 1.97 -0.17  0.195
H 3.16 3.09 1.40  0.153
H 4.73 2.43 2.11  0.129
H 3.07 0.73 2.35  0.129
H 4.24 0.36 1.46  0.128
H -0.45 0.81 0.88  0.061
H -1.31 -0.21 2.59  0.006
H -3.33 -2.49 2.60  0.130
H -1.91 -2.37 3.61  0.190
H -3.20 -2.29 0.14  0.117
H -1.88 -3.14 -2.05  0.092
H 1.43 -4.27 0.52  0.104
H 0.05 -3.12 2.47  0.050

## Properties
Kohn-Sham gap (eV): 7.5348
Structure (SMILES): O=C(CN1C(=O)COc2ccc(S(=O)(=O)N3CCCCC3)cc21)NCc1ccc(Cl)cc1
2S+1: 1

Most stable of them? version P.

Version P
The following is a DFT calculation (the ωB97M-V functional and the def2-TZVPD basis) of the molecule C7H7NO3.

Last column: Löwdin charge in e.
Geometry (Å):
O -1.81 -0.07 -1.71  0.084
N -1.14 0.84 -1.22  -0.378
O -1.38 2.01 -1.13  0.133
C 0.04 0.34 -0.62  -0.053
C 1.35 0.79 -1.15  0.018
C 2.50 0.45 -0.48  -0.077
C 2.43 -0.34 0.66  -0.095
C 1.28 -0.71 1.20  -0.047
C 0.02 -0.40 0.68  -0.046
C -1.33 -0.82 1.20  -0.203
O -1.11 -1.75 2.23  -0.042
H 1.34 1.39 -1.91  0.050
H 3.54 0.96 -0.84  0.163
H 3.28 -0.64 1.26  0.117
H 1.27 -1.31 1.94  0.051
H -1.95 -1.09 0.49  0.061
H -1.88 0.01 1.81  0.177
H -0.90 -2.57 1.81  0.087

## Properties
Kohn-Sham gap (eV): 9.2839
Structure (SMILES): O=[N+]([O-])c1ccccc1CO
2S+1: 1

Version Q
The following is a DFT calculation (the ωB97M-V functional and the def2-TZVPD basis) of the molecule C7H7NO3.

Last column: Löwdin charge in e.
Geometry (Å):
N 2.40 -1.34 -0.02  0.098
C 1.41 -0.39 -0.07  -0.267
C 1.74 0.98 -0.12  -0.018
C 0.67 1.89 -0.06  -0.088
C -0.65 1.43 0.02  -0.063
C -0.96 0.06 -0.01  -0.067
C -2.38 -0.42 -0.07  -0.416
O -2.68 -1.60 -0.20  0.089
O -3.35 0.51 0.06  0.140
C 0.09 -0.87 0.00  -0.225
O -0.08 -2.18 0.11  0.075
H 3.41 -1.07 0.10  0.127
H 2.11 -2.31 0.16  0.102
H 2.82 1.24 -0.19  0.121
H 0.79 3.00 0.04  0.117
H -1.40 2.18 0.11  0.090
H -2.89 1.32 0.25  0.067
H -1.03 -2.42 -0.10  0.120

## Properties
Kohn-Sham gap (eV): 8.2864
Structure (SMILES): Nc1cccc(C(=O)O)c1O
2S+1: 1

Most stable of them? version Q.

Version P
The following is a DFT calculation (the ωB97M-V functional and the def2-TZVPD basis) of a cluster of 3 separate species, H7O3 in total.

Last column: Löwdin charge in e.
Geometry (Å):
O 1.04 -2.32 -0.50  0.008
H 0.97 -2.77 0.33  0.085
H 0.39 -2.49 -1.18  0.082
O -1.28 1.97 0.16  0.067
H -1.89 1.67 0.85  0.126
H -1.28 2.91 0.31  0.116
O 0.40 0.20 0.05  0.178
H -0.26 1.04 0.06  0.077
H 0.61 -0.68 -0.41  0.108
H 1.29 0.46 0.32  0.154

## Properties
Kohn-Sham gap (eV): 13.3434
Total charge: +1
2S+1: 1

Version Q
The following is a DFT calculation (the ωB97M-V functional and the def2-TZVPD basis) of a cluster of 3 separate species, H7O3 in total.

Last column: Löwdin charge in e.
Geometry (Å):
O -1.71 1.45 -0.22  0.009
H -2.30 1.30 0.52  0.090
H -2.06 2.27 -0.58  0.097
O 1.57 -1.30 0.95  0.027
H 1.53 -1.08 1.90  0.121
H 1.29 -2.22 0.85  0.102
O 0.23 -0.12 -0.79  0.216
H 0.78 -0.48 0.00  0.079
H 0.24 -0.29 -1.74  0.177
H -0.52 0.46 -0.44  0.082

## Properties
Kohn-Sham gap (eV): 13.5883
Total charge: +1
2S+1: 1

Most stable of them? version Q.

Version P
The following is a DFT calculation (the ωB97M-V functional and the def2-TZVPD basis) of the molecule C5H12Si.

Last column: Löwdin charge in e.
Geometry (Å):
C 1.15 -1.05 0.96  -0.308
C 0.53 -1.15 -0.43  -0.255
C 0.09 -0.46 1.85  0.009
C -0.25 0.13 -0.68  -0.427
C -1.59 -0.04 -1.31  -0.139
Si 0.37 1.83 -0.29  0.624
H 1.52 -2.02 1.33  0.106
H 2.01 -0.38 0.92  0.075
H 1.28 -1.31 -1.22  0.110
H -0.15 -2.00 -0.46  0.106
H -0.86 -0.98 1.90  0.053
H 0.37 0.14 2.69  0.047
H -1.45 -0.28 -2.38  0.087
H -2.18 0.87 -1.25  0.061
H -2.14 -0.87 -0.87  0.077
H 1.61 1.84 0.49  -0.070
H -0.68 2.60 0.38  -0.072
H 0.68 2.54 -1.55  -0.086

## Properties
Kohn-Sham gap (alpha / beta) (eV): 8.0217 / 8.6916
2S+1: 1

Version Q
The following is a DFT calculation (the ωB97M-V functional and the def2-TZVPD basis) of a cluster of 2 separate species, C5H12Si in total.

Last column: Löwdin charge in e.
Geometry (Å):
C -1.96 -1.63 0.93  -0.068
C -1.73 -0.55 0.29  -0.022
C 0.62 -0.69 -1.23  -0.208
C 1.11 -0.19 1.18  -0.161
C 0.30 0.14 -0.02  -0.557
Si 0.20 2.02 -0.63  0.667
H -2.88 -1.87 1.24  0.013
H -1.25 -2.35 1.16  0.036
H -2.45 0.31 0.00  0.086
H 0.49 -1.78 -1.08  0.073
H 1.67 -0.57 -1.60  0.086
H -0.19 -0.39 -1.94  0.068
H 2.18 -0.24 1.15  0.074
H 0.86 0.49 2.02  0.071
H 0.72 -1.10 1.65  0.067
H 1.40 2.46 -1.47  -0.071
H 0.21 2.52 0.84  -0.052
H -0.86 2.56 -1.45  -0.101

## Properties
Kohn-Sham gap (eV): 9.8734
2S+1: 1

Most stable of them? version P.

Version P
The following is a DFT calculation (the ωB97M-V functional and the def2-TZVPD basis) of a cluster of 2 separate species, C5H5ClO in total.

Last column: Löwdin charge in e.
Geometry (Å):
C 1.99 0.91 1.70  0.157
C 1.37 0.79 0.65  -0.160
C -2.40 -0.21 0.29  -0.799
C 0.41 0.60 -0.30  -0.178
C 0.50 -0.60 -1.19  -0.120
O -2.81 -0.95 -0.53  0.013
Cl -2.95 0.09 1.75  0.804
H 2.71 0.89 2.35  -0.033
H -0.31 1.37 -0.47  0.081
H 1.45 -1.14 -1.15  0.074
H 0.29 -0.41 -2.28  0.093
H -0.25 -1.36 -0.83  0.068

## Properties
Kohn-Sham gap (alpha / beta) (eV): 7.0502 / 8.5221
2S+1: 1

Version Q
The following is a DFT calculation (the ωB97M-V functional and the def2-TZVPD basis) of a cluster of 2 separate species, C5H5ClO in total.

Last column: Löwdin charge in e.
Geometry (Å):
C -1.56 -0.83 -0.55  -0.008
C -1.77 -0.47 0.66  0.026
C -3.46 0.67 2.65  -0.718
C -0.32 -0.64 0.40  -0.324
C 0.58 0.54 0.20  -0.094
O -4.25 1.49 2.34  0.027
Cl -3.12 -0.02 4.15  0.681
H -1.80 -1.10 -1.55  0.080
H 0.19 -1.53 0.75  0.106
H 1.24 0.68 1.06  0.071
H 0.01 1.46 0.05  0.077
H 1.21 0.39 -0.68  0.076

## Properties
Kohn-Sham gap (alpha / beta) (eV): 7.7366 / 8.2073
2S+1: 1

Most stable of them? version P.